1.
Molecular formula: C46H128N18O26P6S5
Method: DFT, ωB97M-V/def2-TZVPD

Geometry (Å):
C -3.195325 1.293531 -4.305037
C -4.483052 1.078794 -5.094230
O -4.516871 -0.339279 -5.273134
S -3.146993 -1.008744 -4.896993
O -2.609095 -1.804492 -5.967397
O -3.318777 -1.503817 -3.536220
O -2.314938 0.335097 -4.853401
H -3.390430 1.108084 -3.258086
H -2.791187 2.337354 -4.376293
H -4.444655 1.534018 -6.072475
H -5.321701 1.386077 -4.460540
C 0.660122 4.779652 -2.862567
C 1.262572 5.219819 -4.207668
O 0.223783 5.339978 -5.173244
S -1.217259 4.839159 -4.542206
O -1.741910 3.933761 -5.535797
O -1.913289 6.018606 -4.083330
O -0.536024 4.030722 -3.387475
H 0.351326 5.583841 -2.121585
H 1.294518 4.082212 -2.253493
H 2.033970 4.541720 -4.603792
H 1.709722 6.204641 -4.130439
C 1.777768 -5.244512 1.491737
C 0.485750 -5.957048 1.637000
O -0.274908 -5.128063 2.562040
S 0.031594 -3.585744 2.049732
O 0.199060 -2.842025 3.267571
O -0.925319 -3.251216 1.021688
O 1.462810 -3.872692 1.395293
H 2.368087 -5.525914 0.648805
H 2.497195 -5.362225 2.281285
H 0.540495 -6.874622 2.126179
H -0.113402 -5.994793 0.738014
C 1.676450 0.993409 -4.865239
C 3.081851 1.482500 -4.450256
O 3.936566 0.394832 -4.893702
S 3.109986 -0.836782 -5.474516
O 2.815782 -1.796425 -4.435683
O 3.711407 -1.202053 -6.721289
O 1.736036 -0.057607 -5.730700
H 0.971014 1.755880 -5.195224
H 1.204760 0.697761 -3.897229
H 3.181080 1.605896 -3.352926
H 3.398323 2.434573 -4.918391
C -1.968145 3.264407 0.623904
C -2.423043 3.928944 -0.650088
O -3.137761 2.976766 -1.451430
S -4.053272 2.072829 -0.406217
O -4.098246 0.743172 -0.839224
O -5.161467 2.831719 0.117348
O -2.978045 2.179479 0.827972
H -2.061702 3.990899 1.464590
H -1.040236 2.766469 0.478207
H -1.631796 4.214202 -1.252853
H -3.082296 4.763623 -0.558068
O 6.698563 -2.035706 -0.130438
P 7.564458 -3.180325 -0.534360
N 7.362647 -4.491115 0.470878
C 8.077511 -5.720400 0.022748
C 6.074517 -4.692155 1.087612
N 9.141394 -2.793315 -0.472274
C 10.076784 -3.194094 0.595349
C 9.695907 -1.812209 -1.449321
N 7.356164 -3.556741 -2.126574
C 6.045618 -3.453832 -2.776913
C 8.240015 -4.405444 -2.973743
H 9.098200 -5.489544 -0.247459
H 7.607844 -6.198383 -0.825766
H 8.184883 -6.547592 0.818855
H 6.223022 -5.123727 2.062959
H 5.334530 -5.242385 0.489287
H 5.711473 -3.715418 1.308450
H 10.522636 -2.361263 1.183408
H 9.601930 -3.829090 1.321534
H 10.881446 -3.805293 0.142110
H 8.985751 -1.566632 -2.224698
H 9.905449 -0.853513 -0.914368
H 10.540958 -2.331378 -1.877494
H 5.386206 -2.704037 -2.273376
H 6.180659 -2.989118 -3.786105
H 5.503418 -4.432757 -2.820149
H 9.100934 -4.724653 -2.370095
H 8.629157 -3.771278 -3.799050
H 7.765952 -5.303323 -3.364868
O -6.410849 -2.600167 3.777242
P -5.269876 -3.021522 2.891319
N -5.513828 -2.576512 1.313421
C -4.505975 -2.784244 0.243250
C -6.887143 -2.342837 0.872329
N -4.943245 -4.687884 3.009649
C -5.802670 -5.553855 3.795867
C -3.741834 -5.387245 2.637375
N -3.785094 -2.311999 3.124957
C -3.122028 -2.674858 4.396619
C -3.701324 -0.852885 2.926443
H -4.879738 -2.447504 -0.742006
H -4.312186 -3.871522 0.097042
H -3.517572 -2.356341 0.521105
H -7.445187 -1.935665 1.672618
H -7.436100 -3.256646 0.563063
H -6.954413 -1.600007 0.072010
H -6.114844 -6.339449 3.120540
H -5.315670 -5.964530 4.695710
H -6.706600 -5.073492 4.101460
H -3.138991 -5.821157 3.465744
H -3.991180 -6.178086 1.963180
H -3.038030 -4.714266 2.080220
H -2.041236 -2.641738 4.339398
H -3.437960 -1.935546 5.147338
H -3.339960 -3.670508 4.754906
H -4.254341 -0.412205 3.755623
H -4.169925 -0.546722 2.006317
H -2.668511 -0.525524 3.049705
O -2.029662 4.566469 3.795023
P -2.595637 3.801989 4.937062
N -2.180417 4.293239 6.429853
C -2.567533 5.699984 6.744000
C -0.804256 3.975458 6.758138
N -2.068172 2.228763 4.997689
C -2.461666 1.302724 6.068816
C -1.388240 1.622916 3.843708
N -4.257589 3.959918 4.942671
C -4.979479 3.168266 5.974803
C -4.895295 3.732116 3.645907
H -3.605258 5.752190 6.406097
H -1.883178 6.385632 6.215534
H -2.644193 5.821573 7.827300
H -0.185854 4.469462 6.013164
H -0.652618 2.937765 6.730380
H -0.481106 4.440778 7.706920
H -3.229748 0.546030 5.816422
H -1.540903 0.759870 6.397487
H -2.738335 1.859716 7.024954
H -0.841380 0.683222 4.168833
H -2.132309 1.263903 3.121200
H -0.665905 2.313081 3.339395
H -4.430944 3.155445 6.875349
H -5.962220 3.651363 6.097748
H -5.042006 2.121812 5.613391
H -5.845895 4.287066 3.506650
H -5.088050 2.674415 3.524687
H -4.201931 4.044764 2.838509
O -0.958724 -6.990484 -1.080729
P -1.404791 -6.476310 -2.400293
N -0.949375 -7.295991 -3.744452
C 0.230268 -6.882758 -4.537344
C -1.151621 -8.758760 -3.595329
N -0.925714 -4.895907 -2.702823
C -1.729799 -3.877503 -3.392623
C 0.210967 -4.354083 -1.983999
N -3.086171 -6.568139 -2.485827
C -3.697283 -6.301658 -3.787089
C -3.896676 -6.342492 -1.310983
H 0.090987 -7.273629 -5.523463
H 1.132691 -7.396347 -4.202500
H 0.382308 -5.838286 -4.521152
H -0.850625 -9.186548 -2.626442
H -0.609616 -9.243573 -4.417421
H -2.213650 -8.991223 -3.632978
H -1.999711 -4.183072 -4.409618
H -2.730405 -3.687136 -2.934820
H -1.247266 -2.879047 -3.321406
H 0.895161 -5.030053 -1.500765
H 0.863178 -3.755612 -2.628035
H -0.142849 -3.618605 -1.277692
H -2.919853 -6.175210 -4.517422
H -4.230354 -7.160082 -4.117450
H -4.337724 -5.454780 -3.840655
H -4.161863 -5.266690 -1.182553
H -3.297924 -6.610514 -0.428962
H -4.790187 -6.994094 -1.235882
O -0.262784 6.156685 -0.179823
P 0.423288 7.314652 0.442087
N 0.555411 8.420693 -0.815207
C 0.115733 8.320653 -2.198212
C 1.391767 9.560298 -0.530865
N 1.874436 6.939966 1.144439
C 2.534306 7.720005 2.151037
C 2.750128 6.077526 0.384695
N -0.435948 8.113242 1.673522
C -1.641480 8.783846 1.257894
C -0.698185 7.242338 2.890006
H 0.970192 8.160486 -2.932581
H -0.390197 9.202008 -2.532914
H -0.653614 7.590431 -2.302950
H 2.450827 9.330957 -0.759323
H 1.360750 9.900330 0.511243
H 1.163503 10.404714 -1.199882
H 3.094525 7.055547 2.837708
H 3.383159 8.303618 1.714762
H 1.881884 8.353357 2.764097
H 3.003429 5.226325 1.006000
H 2.131383 5.744035 -0.457266
H 3.679551 6.529261 0.042914
H -2.193087 9.280935 2.078148
H -1.415156 9.584134 0.510516
H -2.435762 8.148190 0.756612
H -0.907199 6.204664 2.644781
H -1.500422 7.703183 3.441694
H 0.138811 7.313595 3.590616
O 1.997875 2.205153 -1.649172
P 1.703893 1.156197 -0.636391
N 0.073436 0.837522 -0.645799
C -0.652647 0.675586 -1.936835
C -0.582438 0.055856 0.438507
N 2.103154 1.575009 0.933973
C 2.287743 3.044709 1.178894
C 2.651464 0.623612 1.939763
N 2.427184 -0.338152 -0.889584
C 3.860830 -0.425773 -1.059561
C 1.757927 -1.637988 -1.147993
H -0.293870 -0.267682 -2.377371
H -0.550438 1.511953 -2.613716
H -1.673569 0.511571 -1.720048
H -0.150363 0.207435 1.430244
H -0.508469 -1.005053 0.280539
H -1.628720 0.319934 0.442708
H 3.206955 3.280615 0.725391
H 1.509067 3.641789 0.700199
H 2.418993 3.259505 2.270000
H 2.491326 -0.403336 1.607254
H 3.724085 0.761194 2.084031
H 2.051004 0.714960 2.883985
H 4.154933 -0.364014 -2.087739
H 4.335931 0.386325 -0.546246
H 4.271492 -1.419563 -0.720871
H 1.810275 -1.781817 -2.227226
H 0.670430 -1.568335 -0.942499
H 2.207114 -2.421006 -0.500624

Cartesian forces (eV/Å) of the 6 atoms listed first:
C -0.4 2.2 0.2
C 0.4 0.4 0.9
O -0.7 -0.5 -0.7
S 0.5 -1.2 1.1
O -0.8 0.6 1.3
O 0.5 0.4 -2.1

2S+1: 1


2.
Molecular formula: C3H3N2S
Method: DFT, ωB97M-V/def2-TZVPD

Geometry (Å):
C 1.294281 0.392667 -0.091406
C 0.055728 0.971443 -0.026558
C -0.119656 -1.180465 0.108501
N 1.176982 -0.961452 -0.002512
N -0.818328 -0.050873 0.111584
S -3.013825 0.134006 -0.035303
H 2.257968 0.855826 -0.197344
H -0.268225 1.992741 -0.052319
H -0.564923 -2.153893 0.185360

Cartesian forces (eV/Å) of the 6 atoms listed first:
C 0.2 0.0 0.0
C 0.0 0.2 0.0
C 0.2 -0.3 0.0
N 0.5 -0.4 0.0
N -4.0 0.5 -0.3
S 3.2 -0.3 0.3

Net charge: -1
2S+1: 1


Energy above the lowest of the compared OMol25 structures with the same formula, charge and spin (kJ/mol)
115.02 99.70
HOMO-LUMO gap (eV)
8.438 7.491
HOMO level (eV)
-8.09 -3.78